1.
Density functional theory data (the ωB97M-V functional and the def2-TZVPD basis) for a 6-piece molecular cluster, C6H24O9 overall at a distorted geometry.

Cartesian coordinates (Å):
O -0.510 -3.444 -1.207
O -1.370 -0.650 -2.523
O 1.382 3.148 0.889
O -0.845 1.090 -0.334
O -2.749 2.610 -3.022
O -2.345 3.269 -0.073
O 3.559 4.375 1.966
O -0.410 -4.201 1.729
O 0.421 -1.688 1.005
C 0.055 -2.608 -2.135
C -0.891 -3.081 2.469
C -0.975 -1.840 -3.016
C -0.801 -1.892 1.599
C 3.807 3.057 1.516
C 2.390 2.379 1.458
H -2.408 3.438 -2.685
H -1.860 -2.476 -2.976
H -1.951 -3.160 2.711
H -0.595 -1.577 -4.003
H -2.181 3.495 0.843
H 0.642 2.614 0.590
H -0.209 -3.028 3.318
H -0.371 0.490 0.243
H 2.587 1.426 0.966
H 0.817 -1.971 -1.684
H -1.932 2.413 -0.186
H -1.013 0.578 -1.125
H 4.176 3.217 0.503
H -0.320 -3.240 -0.288
H 0.656 -3.293 -2.733
H 4.534 2.521 2.125
H 0.897 -2.519 0.936
H 2.041 2.183 2.472
H -0.899 -1.025 2.252
H -0.355 -4.982 2.285
H -1.670 -1.749 0.957
H -2.081 -0.355 -3.097
H -1.969 2.088 -3.210
H 2.741 4.392 1.464

Summary:
HOMO level   -9.77 eV
Orbital gap   9.97 eV
Spin multiplicity   1
Charge   0
SMILES   OCCO.OCCO.OCCO.O.O.O
Relative energy (zero: lowest compared OMol25 entry of this formula, charge and spin)   2.383 eV



2.
Density functional theory data (the ωB97M-V functional and the def2-TZVPD basis) for C6H25N12O7Sn as an isolated structure at a distorted geometry.

Cartesian coordinates (Å):
Sn 5.161 13.529 -8.372
O 4.810 6.945 -3.910
O 1.628 11.301 -10.314
O 8.878 10.033 -6.386
O 2.888 13.917 -6.203
O 4.894 10.918 -6.976
O 7.082 11.235 -9.759
O 7.459 10.359 -2.471
N 8.790 11.854 -5.292
N 5.615 11.083 -3.462
N 2.821 11.876 -5.277
N 8.238 11.851 -7.318
N 5.879 11.463 -1.375
N 7.232 9.280 -10.839
N 6.356 8.354 -4.682
N 1.712 13.483 -4.421
N 3.783 10.706 -10.186
N 6.111 9.429 -8.980
N 2.624 10.915 -8.387
N 4.267 8.481 -5.305
C 2.525 13.152 -5.325
C 6.811 10.039 -9.859
C 2.596 11.059 -9.663
C 8.613 11.155 -6.333
C 6.311 10.820 -2.403
C 5.119 7.917 -4.579
H 4.400 10.326 -9.482
H 4.547 9.280 -5.856
H 9.252 11.391 -4.522
H 6.361 9.322 -4.969
H 5.440 11.397 -6.321
H 1.768 10.857 -7.854
H 8.552 12.835 -5.324
H 7.870 9.770 -11.451
H 5.778 9.930 -8.168
H 4.053 10.716 -11.159
H 5.936 8.438 -9.058
H 6.433 11.406 -0.533
H 6.963 8.137 -3.904
H 2.633 11.433 -4.389
H 1.492 12.950 -3.592
H 4.752 11.591 -3.329
H 5.113 12.111 -1.493
H 3.466 10.698 -7.874
H 7.859 12.750 -7.056
H 1.408 14.442 -4.333
H 7.063 8.288 -10.920
H 3.402 7.981 -5.449
H 6.136 11.094 -4.327
H 8.196 11.499 -8.263
H 3.463 11.455 -5.934

Summary:
HOMO level   -11.09 eV
Orbital gap   3.76 eV
Spin multiplicity   1
Charge   +1



3.
Density functional theory data (the ωB97M-V functional and the def2-TZVPD basis) for a 7-piece molecular cluster, C6H25NO6 overall at a distorted geometry.

Cartesian coordinates (Å):
O -0.990 1.478 -3.563
O -2.378 -0.871 2.826
O 1.510 -2.492 1.412
O -1.204 -3.007 1.029
O -1.216 4.228 -1.037
O 0.144 -1.705 3.502
N -2.206 -0.115 -0.873
C 0.955 -1.070 -1.770
C -1.182 0.765 -0.306
C 0.126 0.189 0.232
C 3.036 1.331 0.027
C 1.104 -0.083 -0.900
C 2.057 1.073 -1.122
H -1.493 1.391 -4.367
H 2.509 1.592 0.943
H 1.655 -1.230 -2.577
H 2.067 -1.946 0.850
H -1.626 2.067 -3.134
H -2.338 -0.924 -0.283
H 3.640 0.449 0.243
H -1.407 -2.448 1.793
H -0.106 -0.799 0.621
H -0.310 4.330 -0.731
H -1.670 1.265 0.540
H -1.111 1.481 -1.116
H 3.681 2.175 -0.200
H -0.078 -2.635 3.634
H -2.050 -3.396 0.784
H 0.695 -1.727 2.677
H 0.782 -2.920 0.945
H -1.945 -0.385 -1.812
H 2.646 1.001 -2.012
H 1.413 1.944 -1.288
H -2.453 -0.177 3.495
H 0.501 0.724 1.099
H -1.446 3.312 -0.846
H 0.124 -1.758 -1.718
H -1.435 -1.102 3.005

Summary:
HOMO level   -9.03 eV
Orbital gap   9.50 eV
Spin multiplicity   1
Charge   0
SMILES   C=C(CC)CCN.O.O.O.O.O.O
Relative energy (zero: lowest compared OMol25 entry of this formula, charge and spin)   1.582 eV



4.
Density functional theory data (the ωB97M-V functional and the def2-TZVPD basis) for a 9-piece molecular cluster, C6H25NO8 overall at a distorted geometry.

Cartesian coordinates (Å):
O 0.992 3.139 0.908
O -0.256 -1.862 2.303
O 0.358 -3.425 0.027
O 1.920 -0.044 3.621
O -1.263 -0.072 -4.051
O 3.314 -2.210 -0.771
O -0.228 1.373 2.674
O -2.307 -3.144 0.880
N 1.779 0.130 -1.443
C 1.691 1.353 -2.053
C 0.609 -0.129 -0.765
C 0.491 1.921 -1.669
C -1.531 1.073 -0.198
C -2.730 1.579 -0.996
C -0.228 0.954 -0.938
H -0.464 0.143 -3.558
H 2.566 1.721 -2.562
H -3.638 1.402 -0.415
H 0.160 2.080 2.118
H -0.403 -2.459 3.042
H 0.278 3.654 0.532
H -3.009 -2.739 0.384
H 0.574 -1.077 -0.257
H -1.460 -2.718 0.701
H 1.227 0.583 3.870
H 1.361 2.701 0.123
H -2.886 1.097 -1.958
H -1.472 1.769 0.660
H -1.972 0.367 -3.580
H 2.438 -0.593 -1.695
H -1.706 0.200 0.442
H 0.514 -3.325 0.978
H 2.212 0.281 2.767
H -0.010 -4.300 -0.018
H -0.578 0.692 2.096
H 2.413 -2.505 -0.969
H 3.375 -2.020 0.169
H -2.647 2.655 -1.158
H 0.168 2.933 -1.861
H 0.348 -1.176 2.618

Summary:
HOMO level   -8.90 eV
Orbital gap   9.09 eV
Spin multiplicity   1
Charge   0
SMILES   CCc1cc[nH]c1.O.O.O.O.O.O.O.O
Relative energy (zero: lowest compared OMol25 entry of this formula, charge and spin)   0.450 eV



5.
Density functional theory data (the ωB97M-V functional and the def2-TZVPD basis) for a 7-piece molecular cluster, C6H26NO6 overall at a distorted geometry.

Cartesian coordinates (Å):
O -0.336 3.201 3.234
O 1.930 1.999 3.500
O -3.793 -0.381 0.135
O -1.619 0.107 2.905
O -0.713 -3.847 -1.855
O 1.636 -4.520 0.312
N -1.604 0.932 0.165
C -0.541 0.209 -3.148
C 2.548 -0.152 -0.985
C 0.398 0.494 -2.249
C -0.189 1.350 0.057
C 0.238 1.702 -1.375
C 1.492 -0.588 -2.081
H 3.575 -0.363 -1.275
H 1.113 2.346 -1.324
H -4.549 -0.709 0.652
H 2.777 1.636 3.792
H -1.065 3.068 3.852
H -1.039 -4.410 -2.553
H 0.084 -4.195 -1.444
H -2.247 1.719 0.163
H 0.446 0.626 0.567
H 1.992 -0.509 -3.050
H 1.132 -1.497 -1.616
H -0.615 -0.686 -3.765
H -1.308 0.928 -3.399
H 1.992 1.970 2.562
H 2.140 -0.570 -0.071
H -3.653 -1.252 -0.276
H -1.228 -0.278 3.694
H -0.522 2.388 -1.726
H -1.779 0.356 1.014
H 2.549 0.945 -0.968
H 0.455 2.991 3.777
H 2.353 -4.939 -0.184
H 1.625 -3.630 -0.031
H -1.822 0.141 -0.453
H -0.067 2.368 0.443
H -1.786 1.050 3.003

Summary:
HOMO level   -12.67 eV
Orbital gap   9.89 eV
Spin multiplicity   1
Charge   +1
Relative energy (zero: lowest compared OMol25 entry of this formula, charge and spin)   2.963 eV



Repeat the third record exactly.
Density functional theory data (the ωB97M-V functional and the def2-TZVPD basis) for a 7-piece molecular cluster, C6H25NO6 overall at a distorted geometry.

Cartesian coordinates (Å):
O -0.990 1.478 -3.563
O -2.378 -0.871 2.826
O 1.510 -2.492 1.412
O -1.204 -3.007 1.029
O -1.216 4.228 -1.037
O 0.144 -1.705 3.502
N -2.206 -0.115 -0.873
C 0.955 -1.070 -1.770
C -1.182 0.765 -0.306
C 0.126 0.189 0.232
C 3.036 1.331 0.027
C 1.104 -0.083 -0.900
C 2.057 1.073 -1.122
H -1.493 1.391 -4.367
H 2.509 1.592 0.943
H 1.655 -1.230 -2.577
H 2.067 -1.946 0.850
H -1.626 2.067 -3.134
H -2.338 -0.924 -0.283
H 3.640 0.449 0.243
H -1.407 -2.448 1.793
H -0.106 -0.799 0.621
H -0.310 4.330 -0.731
H -1.670 1.265 0.540
H -1.111 1.481 -1.116
H 3.681 2.175 -0.200
H -0.078 -2.635 3.634
H -2.050 -3.396 0.784
H 0.695 -1.727 2.677
H 0.782 -2.920 0.945
H -1.945 -0.385 -1.812
H 2.646 1.001 -2.012
H 1.413 1.944 -1.288
H -2.453 -0.177 3.495
H 0.501 0.724 1.099
H -1.446 3.312 -0.846
H 0.124 -1.758 -1.718
H -1.435 -1.102 3.005

Summary:
HOMO level   -9.03 eV
Orbital gap   9.50 eV
Spin multiplicity   1
Charge   0
SMILES   C=C(CC)CCN.O.O.O.O.O.O
Relative energy (zero: lowest compared OMol25 entry of this formula, charge and spin)   1.582 eV